Formula: C27H31ClN4O10
Source: the Open Molecules 2025 dataset
Level of theory: ωB97M-V/def2-TZVPD

The geometry in XYZ format:
```
73
Properties=species:S:1:pos:R:3:mulliken_charge:R:1
C 0.63 1.01 2.54 -1.19
C 1.24 1.65 1.16 0.59
C 1.61 0.43 0.11 -1.01
C 0.35 2.86 0.50 -0.72
C -1.23 2.88 0.91 0.30
C -1.56 4.52 0.88 0.19
O -1.34 5.44 1.83 -0.66
N -2.25 5.01 -0.38 -0.43
C -2.42 3.72 -1.20 -0.69
C -2.37 2.43 -0.18 0.85
Cl -1.62 0.94 -0.98 -0.11
C -3.78 1.85 0.46 0.13
C -4.67 0.76 -0.43 -0.51
C -6.03 0.19 0.28 -0.17
N -6.59 0.54 1.63 -0.52
C -5.78 1.54 2.40 -0.21
C -4.38 2.28 1.95 -0.12
H -0.32 0.34 2.40 0.23
H 1.43 0.37 3.16 0.34
H 0.33 1.91 3.24 0.27
H 2.29 2.14 1.46 0.23
H 2.72 0.03 0.31 0.24
H 1.50 0.73 -1.01 0.19
H 0.85 -0.48 0.30 0.20
H 0.83 3.89 0.84 0.12
H 0.49 2.84 -0.68 0.25
H -1.57 2.62 2.00 0.23
H -3.25 5.32 -0.25 0.36
H -3.35 3.88 -1.90 0.38
H -1.50 3.74 -1.95 0.23
H -4.37 0.39 -1.51 0.27
H -6.64 -0.62 -0.35 0.27
H -6.19 1.84 3.48 0.33
H -3.80 3.05 2.63 0.11
C 1.87 -2.74 -1.39 0.80
O 2.11 -3.73 -2.06 -0.69
O 1.88 -2.69 -0.15 -0.60
O 1.58 -1.63 -1.84 -0.59
O 2.89 4.91 -0.47 -0.64
H 2.07 5.42 -0.40 0.33
H 3.32 5.03 0.39 0.32
C 5.37 -3.45 -3.63 0.55
O 5.15 -3.05 -2.50 -0.64
N 4.49 -4.22 -4.31 -0.25
N 6.50 -3.17 -4.30 -0.41
H 4.65 -4.56 -5.24 0.21
H 3.63 -4.46 -3.84 0.21
H 7.18 -2.59 -3.83 0.21
H 6.69 -3.49 -5.24 0.16
C 5.66 -7.54 -4.47 -0.18
C 5.70 -8.74 -3.88 -0.40
C 4.89 -9.87 -4.39 0.30
O 4.92 -10.97 -3.85 -0.64
C 4.05 -9.62 -5.58 -0.38
C 4.02 -8.42 -6.17 -0.37
C 4.82 -7.30 -5.66 0.49
O 4.80 -6.20 -6.20 -0.71
H 6.25 -6.71 -4.11 0.30
H 6.31 -8.94 -3.01 0.39
H 3.47 -10.46 -5.94 0.36
H 3.41 -8.22 -7.04 0.38
C -5.92 5.53 6.58 -0.42
C -6.06 4.38 5.92 -0.36
C -4.89 3.55 5.58 0.38
O -5.02 2.49 4.97 -0.65
C -3.56 4.03 5.99 -0.26
C -3.42 5.19 6.65 -0.44
C -4.59 6.02 7.00 0.29
O -4.46 7.07 7.61 -0.66
H -6.77 6.16 6.85 0.37
H -7.03 4.01 5.61 0.39
H -2.72 3.41 5.73 0.46
H -2.45 5.56 6.97 0.38
```

Calculated values
F_max ... 7.7 eV/A
DFT total energy ... -2478.59261 Ha
HOMO-LUMO gap ... 1.0 eV
Energy above the lowest of the compared OMol25 structures with the same formula, charge and spin ... 594.2 kJ/mol
E_HOMO ... 0.36 eV
Total charge ... -2